Molecular formula: C11H40O9S2
Method: DFT, the ωB97M-V functional and the def2-TZVPD basis

The value obtained for the orbital gap is 0.33306 hartree. The total charge is 0. As for the LUMO energy: 0.392 eV.

Geometry as XYZ:
```
62
Properties=species:S:1:pos:R:3:mulliken_charge:R:1
C 8.800 3.218 14.063 -0.86
S 9.257 4.791 13.334 0.45
O 7.982 5.612 13.136 -0.60
C 9.989 5.572 14.722 -0.88
H 8.418 3.356 15.070 0.18
H 9.638 2.574 14.167 0.43
H 8.070 2.725 13.505 0.35
H 10.856 5.141 15.163 0.42
H 9.291 5.488 15.580 0.17
H 9.971 6.668 14.637 0.37
C 4.745 5.008 21.110 -0.93
S 5.776 6.165 20.324 0.58
O 4.900 6.689 19.237 -0.72
C 5.839 7.341 21.725 -0.95
H 3.727 5.464 21.289 0.34
H 5.049 4.667 22.089 0.41
H 4.601 4.183 20.396 0.24
H 6.589 7.097 22.464 0.37
H 4.863 7.303 22.290 0.27
H 6.076 8.425 21.459 0.31
C 6.438 -1.733 19.975 -0.40
O 6.960 -0.472 20.357 -0.54
H 7.257 -2.314 19.610 0.32
H 6.009 -2.168 20.821 0.23
H 5.672 -1.649 19.237 0.06
H 6.205 0.045 20.658 0.33
C 3.864 0.135 22.499 -0.73
O 4.149 0.712 21.263 -0.34
H 4.073 0.779 23.339 0.23
H 2.789 -0.042 22.508 0.33
H 4.436 -0.792 22.643 0.23
H 3.481 0.313 20.656 0.36
C 3.924 -0.167 15.069 -0.39
O 4.865 0.876 14.674 -0.56
H 3.878 -0.245 16.235 -0.03
H 2.927 0.016 14.689 0.24
H 4.182 -1.128 14.723 0.34
H 4.969 1.460 15.449 0.39
C 2.550 -1.673 19.785 -0.40
O 2.178 -0.339 19.579 -0.48
H 2.881 -1.824 20.826 0.24
H 1.891 -2.448 19.448 0.35
H 3.515 -1.718 19.147 -0.01
H 1.271 -0.135 19.892 0.23
C 5.386 5.386 15.641 -0.55
O 5.434 4.919 16.955 -0.44
H 6.346 5.848 15.252 0.16
H 5.206 4.530 14.974 0.22
H 4.543 6.081 15.461 0.31
H 5.075 5.595 17.568 0.26
C 3.096 2.761 17.169 -0.69
O 4.468 2.429 17.224 -0.34
H 2.499 1.897 17.444 0.20
H 2.767 3.543 17.886 0.28
H 2.775 3.088 16.160 0.28
H 5.017 3.203 17.175 0.36
C -2.326 0.005 19.570 -0.56
O -0.994 0.096 19.003 -0.44
H -2.887 0.933 19.553 0.26
H -2.872 -0.739 18.984 0.26
H -2.300 -0.426 20.602 0.22
H -1.046 0.801 18.352 0.28
```